[1]
DFT (ωB97M-V/def2-TZVPD) results for C2H5BrN as an isolated structure at a distorted geometry.

Results
* Kohn-Sham gap: 11.51 eV
* lowest unoccupied orbital energy: -3.9 eV
* relative energy (zero: lowest compared OMol25 entry of this formula, charge and spin): 120.1 kJ/mol
* calculated total energy: -2707.60131 Ha
* HOMO: -15.36 eV

```
! RIJCOSX wB97M-V def2-TZVPD def2/J DEFGRID3
* xyz 1 1
C -0.51 0.60 -0.11
C -0.76 -0.74 0.38
N 0.49 -0.49 -0.38
Br -1.94 -2.00 -0.37
H -1.05 0.73 -1.03
H -0.26 1.42 0.40
H -0.78 -0.68 1.76
H 0.68 -0.57 -1.40
H 1.48 -0.45 -0.03
*
```


[2]
DFT (ωB97M-V/def2-TZVPD) results for a single C3H9N3 molecule at a distorted geometry.

Results
* Kohn-Sham gap: 7.34 eV
* lowest unoccupied orbital energy: 0.8 eV
* relative energy (zero: lowest compared OMol25 entry of this formula, charge and spin): 445.3 kJ/mol
* calculated total energy: -283.81349 Ha
* HOMO: -6.53 eV

```
! RIJCOSX wB97M-V def2-TZVPD def2/J DEFGRID3
* xyz 0 1
C -0.44 0.71 1.44
C 1.72 -0.33 -1.05
C -0.33 0.36 0.00
N -1.50 0.52 -0.79
N -0.73 -0.99 1.16
N 0.87 0.70 -0.51
H -1.33 0.21 -1.74
H -1.82 1.48 -0.79
H -1.68 -1.30 1.00
H 0.13 -1.54 1.19
H -1.33 1.25 1.74
H 0.50 0.81 1.96
H 2.12 -1.02 -0.28
H 2.63 0.07 -1.52
H 1.19 -0.93 -1.80
*
```


[3]
DFT (ωB97M-V/def2-TZVPD) results for a 2-piece molecular cluster, C16H21ClN overall at a distorted geometry.

Results
* Kohn-Sham gap: 5.00 eV
* lowest unoccupied orbital energy: -5.9 eV
* relative energy (zero: lowest compared OMol25 entry of this formula, charge and spin): 54.4 kJ/mol
* calculated total energy: -1136.93522 Ha
* HOMO: -10.88 eV

```
! RIJCOSX wB97M-V def2-TZVPD def2/J DEFGRID3
* xyz 1 1
Cl -5.94 1.72 -0.43
C -4.27 1.73 -0.03
C -3.85 1.14 1.17
C -2.49 1.09 1.47
C -1.52 1.64 0.58
C -0.12 1.63 0.93
C 0.93 2.40 0.18
C 2.18 2.40 1.11
C 1.71 1.67 2.33
C 0.41 1.25 2.19
C -1.99 2.26 -0.61
C -3.35 2.30 -0.92
H -4.58 0.71 1.85
H -2.16 0.65 2.41
H 1.18 1.94 -0.79
H 0.60 3.43 -0.03
H 3.01 1.87 0.60
H 2.53 3.43 1.30
H 2.33 1.54 3.21
H -0.18 0.73 2.95
H -1.27 2.72 -1.29
H -3.70 2.76 -1.84
C 1.70 -3.72 -1.11
C 2.55 -2.50 -1.48
C 2.12 -1.21 -0.76
N 0.70 -1.02 -0.63
C -0.22 -2.12 -0.55
C 0.21 -3.41 -1.26
H 1.97 -4.55 -1.77
H 1.92 -4.04 -0.08
H 3.60 -2.69 -1.24
H 2.48 -2.34 -2.56
H 2.62 -1.18 0.23
H 2.50 -0.35 -1.33
H 0.41 -0.19 -0.12
H -0.44 -2.37 0.51
H -1.18 -1.78 -0.98
H -0.02 -3.31 -2.33
H -0.38 -4.24 -0.87
*
```


[4]
DFT (ωB97M-V/def2-TZVPD) results for a single C3H4N2O2S molecule at a distorted geometry.

Results
* structure (SMILES): [H]/N=c1\oc(S)cn1O
* Kohn-Sham gap: 8.88 eV
* lowest unoccupied orbital energy: 0.6 eV
* relative energy (zero: lowest compared OMol25 entry of this formula, charge and spin): 296.7 kJ/mol
* calculated total energy: -774.81380 Ha
* HOMO: -8.27 eV

```
! RIJCOSX wB97M-V def2-TZVPD def2/J DEFGRID3
* xyz 0 1
H -1.64 2.41 0.04
N -1.80 1.42 -0.09
C -0.73 0.72 -0.18
O 0.57 1.07 -0.17
C 1.33 -0.11 -0.09
S 3.06 -0.01 -0.16
C 0.49 -1.17 -0.12
N -0.77 -0.65 -0.31
O -1.93 -1.31 0.00
H 3.26 0.42 1.05
H 0.70 -2.23 -0.10
H -2.55 -0.55 0.14
*
```


[5]
DFT (ωB97M-V/def2-TZVPD) results for a single C23H25NO5 molecule at a distorted geometry.

Results
* structure (SMILES): CCCCCCc1cc2cc(C(=O)Nc3ccc(OC)cc3)c(=O)oc2cc1O
* Kohn-Sham gap: 7.26 eV
* lowest unoccupied orbital energy: -0.4 eV
* relative energy (zero: lowest compared OMol25 entry of this formula, charge and spin): 7.6 kJ/mol
* calculated total energy: -1322.44044 Ha
* HOMO: -7.69 eV

```
! RIJCOSX wB97M-V def2-TZVPD def2/J DEFGRID3
* xyz 0 1
C 5.65 4.31 0.20
C 5.78 2.80 0.08
C 6.32 2.35 -1.28
C 5.45 2.73 -2.48
C 4.02 2.21 -2.43
C 3.94 0.68 -2.40
C 2.50 0.24 -2.44
C 1.80 -0.02 -1.29
C 0.45 -0.40 -1.32
C -0.33 -0.67 -0.17
C -1.64 -1.04 -0.27
C -2.37 -1.31 1.02
O -1.79 -1.18 2.08
N -3.66 -1.67 0.86
C -4.61 -1.98 1.85
C -4.33 -1.95 3.21
C -5.32 -2.27 4.13
C -6.59 -2.62 3.71
O -7.63 -2.94 4.53
C -7.41 -2.93 5.92
C -6.87 -2.64 2.34
C -5.89 -2.33 1.42
C -2.26 -1.16 -1.58
O -3.41 -1.48 -1.81
O -1.48 -0.89 -2.66
C -0.19 -0.52 -2.57
C 0.51 -0.27 -3.74
C 1.84 0.11 -3.68
O 2.55 0.37 -4.81
H 5.35 4.58 1.21
H 4.90 4.70 -0.48
H 6.60 4.80 -0.02
H 6.46 2.44 0.85
H 4.81 2.34 0.26
H 6.46 1.27 -1.26
H 7.31 2.80 -1.42
H 5.42 3.82 -2.57
H 5.93 2.35 -3.38
H 3.49 2.57 -3.32
H 3.50 2.62 -1.56
H 4.46 0.28 -3.27
H 4.40 0.30 -1.50
H 2.28 0.07 -0.33
H 0.11 -0.59 0.82
H -4.00 -1.73 -0.10
H -3.34 -1.68 3.55
H -5.07 -2.24 5.18
H -8.36 -3.22 6.37
H -6.64 -3.66 6.21
H -7.13 -1.94 6.27
H -7.86 -2.91 2.02
H -6.11 -2.35 0.37
H 0.00 -0.37 -4.69
H 2.00 0.23 -5.59
*
```


[6]
DFT (ωB97M-V/def2-TZVPD) results for a single C3H7N3 molecule at a distorted geometry.

Results
* structure (SMILES): N[C@@H]1N=CCN1
* Kohn-Sham gap: 10.41 eV
* lowest unoccupied orbital energy: 1.1 eV
* relative energy (zero: lowest compared OMol25 entry of this formula, charge and spin): 149.2 kJ/mol
* calculated total energy: -282.71741 Ha
* HOMO: -9.33 eV

```
! RIJCOSX wB97M-V def2-TZVPD def2/J DEFGRID3
* xyz 0 1
N -1.96 -0.02 -0.15
C -0.65 -0.04 0.41
N -0.01 1.27 0.04
C 1.17 0.88 -0.12
C 1.53 -0.65 -0.07
N 0.14 -1.18 0.03
H -2.52 -0.92 -0.25
H -1.89 0.68 -1.00
H -0.73 0.07 1.55
H 1.90 1.60 -0.33
H 1.89 -0.81 0.96
H 2.11 -1.06 -0.83
H -0.32 -1.30 -0.89
*
```


[7]
DFT (ωB97M-V/def2-TZVPD) results for a 3-piece molecular cluster, C27H35IN2O11S overall at a distorted geometry.

Results
* structure (SMILES): Nc1c(-c2ccccc2)cc2c(c1CCCI)C(=O)N(CCCCS(=O)(=O)O)C2=O.COC(=O)OC.COC(=O)OC
* Kohn-Sham gap: 7.70 eV
* lowest unoccupied orbital energy: -1.1 eV
* calculated total energy: -2682.55124 Ha
* HOMO: -8.80 eV

```
! RIJCOSX wB97M-V def2-TZVPD def2/J DEFGRID3
* xyz 0 1
N 3.36 -0.34 -2.64
C 2.10 -0.55 -1.88
C 1.98 -0.31 -0.33
C 3.22 0.24 0.52
C 4.67 -0.29 0.42
C 5.75 0.39 1.32
C 5.46 1.54 2.31
C 3.99 2.06 2.43
C 2.90 1.40 1.52
C 0.65 -0.59 0.46
C -0.56 -1.08 -0.37
C -0.47 -1.32 -1.90
C 0.84 -1.05 -2.66
C 0.91 -1.27 -4.24
C 0.41 0.02 -5.07
C 0.99 1.42 -4.51
I -0.38 2.37 -3.09
C -1.89 -1.85 -2.37
O -2.22 -2.27 -3.51
N -2.81 -1.78 -1.20
C -3.96 -0.86 -1.54
C -5.27 -1.11 -0.66
C -6.59 -0.35 -1.26
C -7.52 0.11 -0.01
S -8.90 1.19 -0.69
O -10.24 0.51 -0.59
O -8.80 2.50 0.02
O -8.62 1.41 -2.35
C -2.05 -1.43 0.03
O -2.66 -1.42 1.12
H 3.97 0.34 -2.17
H 3.85 -1.24 -2.65
H 4.92 -1.15 -0.30
H 6.82 -0.02 1.21
H 6.24 2.05 2.98
H 3.76 2.90 3.18
H 1.84 1.84 1.63
H 0.54 -0.42 1.58
H 1.97 -1.54 -4.56
H 0.20 -2.13 -4.49
H -0.73 0.03 -5.21
H 0.85 -0.10 -6.13
H 1.08 2.13 -5.42
H 2.05 1.32 -4.09
H -3.59 0.23 -1.42
H -4.28 -1.00 -2.64
H -5.10 -0.64 0.39
H -5.50 -2.23 -0.57
H -7.20 -1.03 -1.95
H -6.24 0.59 -1.83
H -6.87 0.68 0.75
H -7.94 -0.83 0.51
H -9.42 1.79 -2.76
C -7.35 4.18 2.91
O -6.00 4.44 3.33
C -5.44 3.44 4.03
O -5.97 2.39 4.31
O -4.19 3.81 4.35
C -3.47 2.84 5.10
H -7.70 5.05 2.36
H -7.38 3.31 2.25
H -8.00 4.04 3.78
H -3.35 1.92 4.53
H -3.96 2.64 6.05
H -2.48 3.24 5.31
C 8.52 -3.91 3.08
O 8.78 -3.13 1.92
C 9.98 -3.35 1.37
O 10.81 -4.13 1.77
O 10.10 -2.55 0.29
C 11.34 -2.68 -0.40
H 7.52 -3.65 3.44
H 8.53 -4.98 2.84
H 9.24 -3.69 3.87
H 11.46 -3.70 -0.78
H 12.17 -2.41 0.25
H 11.32 -2.00 -1.25
*
```


[8]
DFT (ωB97M-V/def2-TZVPD) results for C27H32BF2N3O3SeSiV as an isolated structure.

Results
* Kohn-Sham gap (spin up / spin down): 7.38 / 7.25 eV
* lowest unoccupied orbital energy (spin up / spin down): -6.7 / -6.8 eV
* relative energy (zero: lowest compared OMol25 entry of this formula, charge and spin): 0.0 kJ/mol
* expectation value of S²: 0.765
* calculated total energy: -5297.26109 Ha
* HOMO (spin up / spin down): -14.10 / -14.10 eV

```
! RIJCOSX wB97M-V def2-TZVPD def2/J DEFGRID3
* xyz 2 2
V 1.06 0.49 -0.37
F 0.95 1.13 2.62
B 1.42 0.27 1.74
F 2.17 -0.74 2.16
Se 0.28 3.68 0.12
N 1.46 2.44 -0.51
C 2.49 3.08 -1.07
C 3.62 2.49 -1.69
C 4.57 3.32 -2.20
C 4.47 4.74 -2.14
C 3.41 5.34 -1.56
C 2.38 4.52 -1.01
N 1.29 4.99 -0.42
H 3.73 1.41 -1.76
H 5.44 2.88 -2.68
H 5.27 5.34 -2.57
H 3.30 6.42 -1.50
O 4.05 -1.50 -2.08
C 3.20 -1.62 -1.24
O 2.33 -0.69 -0.91
C 3.06 -2.92 -0.43
N 4.21 -3.80 -0.88
C 3.62 -5.06 -1.49
C 2.23 -4.63 -1.91
C 1.79 -3.71 -0.77
H 3.16 -2.68 0.63
H 4.85 -4.01 -0.12
H 4.71 -3.25 -1.59
H 3.59 -5.82 -0.70
H 4.27 -5.40 -2.29
H 1.57 -5.48 -2.05
H 2.27 -4.08 -2.86
H 1.49 -4.30 0.10
H 0.97 -3.06 -1.03
C -2.90 0.25 -2.32
C -3.19 -0.46 -1.00
C -4.69 -0.37 -0.65
C -2.79 -1.94 -1.14
Si -2.23 0.27 0.44
O -0.58 0.40 -0.17
C -2.03 -0.86 1.89
C -1.04 -1.84 1.93
C -0.91 -2.70 3.01
C -1.79 -2.60 4.08
C -2.80 -1.64 4.06
C -2.91 -0.78 2.98
C -2.57 2.02 0.97
C -3.17 2.97 0.13
C -3.26 4.30 0.52
C -2.76 4.70 1.75
C -2.18 3.77 2.61
C -2.09 2.44 2.21
H -3.50 -0.20 -3.12
H -1.85 0.16 -2.61
H -3.15 1.32 -2.30
H -5.27 -0.87 -1.42
H -5.03 0.66 -0.60
H -4.92 -0.85 0.30
H -3.34 -2.38 -1.98
H -3.03 -2.51 -0.24
H -1.72 -2.05 -1.35
H -0.36 -1.96 1.08
H -0.14 -3.45 3.02
H -1.70 -3.27 4.92
H -3.48 -1.56 4.89
H -3.69 -0.02 2.99
H -3.58 2.68 -0.82
H -3.73 5.02 -0.13
H -2.83 5.74 2.06
H -1.82 4.07 3.58
H -1.64 1.72 2.89
*
```


[9]
DFT (ωB97M-V/def2-TZVPD) results for a 4-piece molecular cluster, C16H28Cl2FN4O3S overall.

Results
* Kohn-Sham gap: 10.40 eV
* lowest unoccupied orbital energy: -2.5 eV
* calculated total energy: -2489.33944 Ha
* HOMO: -12.93 eV

```
! RIJCOSX wB97M-V def2-TZVPD def2/J DEFGRID3
* xyz 1 1
C 2.88 2.59 0.31
C 2.25 2.44 -1.04
Cl 2.50 3.76 -2.09
C 1.58 1.38 -1.50
Cl 0.95 1.23 -3.07
N 1.22 0.22 -0.65
C 0.18 0.55 0.44
C -0.94 -0.49 0.42
C -2.15 0.00 -0.37
C -3.17 -1.10 -0.60
S -4.59 -0.50 -1.53
O -5.78 -0.82 -0.82
O -4.31 0.84 -1.95
O -4.61 -1.44 -2.81
C 2.35 -0.56 -0.04
C 3.16 -1.41 -1.05
C 3.01 -2.91 -0.84
F 2.75 -1.06 -2.33
H 3.11 3.63 0.50
H 2.27 2.20 1.12
H 3.84 2.06 0.34
H 0.73 -0.41 -1.29
H -0.21 1.53 0.18
H 0.69 0.60 1.39
H -0.57 -1.43 0.00
H -1.23 -0.68 1.45
H -1.84 0.42 -1.34
H -2.62 0.82 0.17
H -2.75 -1.93 -1.17
H -3.59 -1.47 0.34
H -3.77 -1.38 -3.29
H 2.97 0.14 0.51
H 1.89 -1.22 0.69
H 4.21 -1.13 -0.95
H 3.89 -3.33 -0.37
H 2.92 -3.37 -1.83
H 2.13 -3.17 -0.26
C 0.21 3.39 4.32
C 0.57 2.05 3.91
N 0.86 0.98 3.59
H 1.02 3.84 4.88
H 0.01 4.01 3.45
H -0.69 3.36 4.95
C 5.66 0.89 4.49
C 5.03 1.92 3.68
N 4.53 2.74 3.06
H 6.15 1.33 5.36
H 4.91 0.17 4.84
H 6.41 0.36 3.91
C -7.40 -2.91 -4.20
C -7.24 -3.98 -5.17
N -7.11 -4.83 -5.93
H -7.09 -3.25 -3.21
H -6.79 -2.06 -4.48
H -8.44 -2.60 -4.14
*
```


[10]
DFT (ωB97M-V/def2-TZVPD) results for C28H40CeNO2 as an isolated structure at a distorted geometry.

Results
* Kohn-Sham gap (spin up / spin down): 6.72 / 6.73 eV
* lowest unoccupied orbital energy (spin up / spin down): -3.9 / -3.9 eV
* relative energy (zero: lowest compared OMol25 entry of this formula, charge and spin): 0.0 kJ/mol
* calculated total energy: -1770.88066 Ha
* HOMO (spin up / spin down): -10.59 / -10.59 eV

```
! RIJCOSX wB97M-V def2-TZVPD def2/J DEFGRID3
* xyz 1 1
O -0.33 0.57 -2.84
C 0.56 0.64 -3.97
C -0.18 1.79 -4.64
H 0.42 -0.32 -4.50
H 1.61 0.77 -3.65
C -1.22 1.57 -3.53
H -0.52 1.62 -5.65
H 0.40 2.70 -4.53
C -2.44 0.78 -3.94
H -2.11 -0.13 -4.46
H -3.11 1.34 -4.60
H -2.96 0.40 -3.07
C -1.47 2.79 -2.64
H -0.52 3.30 -2.45
H -1.91 2.50 -1.68
H -2.17 3.49 -3.13
Ce 0.52 -0.93 -0.69
C 1.32 0.84 1.01
C 2.54 0.19 0.64
C 2.86 0.57 -0.70
H 3.15 -0.44 1.29
C 1.86 1.49 -1.14
C 0.89 1.63 -0.10
H 0.06 2.33 -0.10
H 0.85 0.79 1.99
H 3.75 0.27 -1.26
H 1.91 2.11 -2.03
C -1.29 -1.24 1.08
C -1.53 0.10 0.66
C -1.99 0.06 -0.68
H -1.46 0.99 1.27
C -2.01 -1.31 -1.12
C -1.62 -2.12 -0.01
H -1.58 -3.21 0.01
H -0.99 -1.49 2.09
H -2.47 0.89 -1.19
H -2.29 -1.65 -2.11
O 0.23 -1.54 -5.50
C 0.09 -0.76 -6.74
C 0.73 -1.55 -7.88
H 0.64 0.19 -6.68
H -0.96 -0.50 -6.91
C 1.56 -2.66 -7.18
H 1.37 -0.92 -8.51
H -0.04 -1.97 -8.54
C 1.35 -2.48 -5.67
H 2.62 -2.54 -7.43
H 1.24 -3.66 -7.49
H 2.21 -2.02 -5.16
H 1.15 -3.41 -5.13
C -0.45 -0.13 5.07
N -0.17 -1.20 4.13
C -0.92 -2.41 4.49
C 1.26 -1.34 3.87
C 1.52 -2.49 2.92
C 2.14 -3.64 3.45
C 2.26 -4.77 2.62
C 1.81 -4.72 1.30
C 1.20 -3.54 0.77
C 1.12 -2.44 1.59
H -1.54 -0.01 5.14
H 0.00 0.82 4.75
H -0.05 -0.38 6.08
H -0.97 -3.15 3.67
H -0.51 -2.93 5.38
H -1.95 -2.11 4.72
H 1.64 -0.40 3.45
H 1.81 -1.48 4.82
H 2.48 -3.62 4.49
H 2.72 -5.66 3.02
H 1.94 -5.57 0.62
H 0.85 -3.53 -0.28
*
```


[11]
DFT (ωB97M-V/def2-TZVPD) results for CHCl3CsFV as an isolated structure at a distorted geometry.

Results
* Kohn-Sham gap (spin up / spin down): 5.71 / 5.97 eV
* lowest unoccupied orbital energy (spin up / spin down): -11.4 / -11.1 eV
* expectation value of S²: 3.755
* calculated total energy: -2482.56187 Ha
* HOMO (spin up / spin down): -17.10 / -17.10 eV

```
! RIJCOSX wB97M-V def2-TZVPD def2/J DEFGRID3
* xyz 2 4
V -1.97 0.19 -2.68
Cs -0.82 2.46 -0.42
F -1.15 0.30 -1.19
C 0.66 -0.59 0.86
Cl 0.98 -0.20 2.60
Cl 0.94 -2.31 0.42
Cl 1.69 0.41 -0.19
H -0.34 -0.25 0.59
*
```


[12]
DFT (ωB97M-V/def2-TZVPD) results for a single C6H13N molecule at a distorted geometry.

Results
* structure (SMILES): C=C(C)CCCN
* Kohn-Sham gap: 10.06 eV
* lowest unoccupied orbital energy: 1.0 eV
* relative energy (zero: lowest compared OMol25 entry of this formula, charge and spin): 86.7 kJ/mol
* calculated total energy: -291.12574 Ha
* HOMO: -9.03 eV

```
! RIJCOSX wB97M-V def2-TZVPD def2/J DEFGRID3
* xyz 0 1
C 2.23 -0.59 -0.25
C 1.40 0.41 0.05
C 1.34 1.64 -0.86
C 0.42 0.34 1.18
C -1.03 0.17 0.70
C -1.36 -1.21 0.17
N -2.65 -1.26 -0.56
H 2.32 -1.40 0.47
H 2.66 -0.81 -1.22
H 0.84 2.43 -0.31
H 0.92 1.37 -1.82
H 2.35 1.93 -1.17
H 0.72 -0.47 1.85
H 0.47 1.29 1.71
H -1.27 0.92 -0.05
H -1.66 0.34 1.57
H -0.63 -1.40 -0.63
H -1.29 -2.05 0.86
H -2.53 -1.09 -1.54
H -3.25 -0.55 -0.16
*
```


[13]
DFT (ωB97M-V/def2-TZVPD) results for a 2-piece molecular cluster, C6H13NO2 overall at a distorted geometry.

Results
* structure (SMILES): CN=C(C)C.CC(=O)O
* Kohn-Sham gap: 10.13 eV
* lowest unoccupied orbital energy: 0.8 eV
* relative energy (zero: lowest compared OMol25 entry of this formula, charge and spin): 92.5 kJ/mol
* calculated total energy: -441.64479 Ha
* HOMO: -9.33 eV

```
! RIJCOSX wB97M-V def2-TZVPD def2/J DEFGRID3
* xyz 0 1
C 0.00 1.06 2.37
N 0.94 0.69 1.33
C 0.66 0.91 0.08
C -0.61 1.55 -0.42
C 1.81 0.80 -0.90
H 0.24 2.06 2.75
H -1.05 1.06 2.07
H 0.10 0.36 3.21
H -0.63 1.55 -1.51
H -1.48 1.00 -0.06
H -0.67 2.59 -0.07
H 2.27 1.78 -1.03
H 1.43 0.45 -1.87
H 2.56 0.10 -0.53
C -1.30 -2.01 -1.43
C -0.16 -2.00 -0.46
O 0.97 -2.38 -0.69
O -0.58 -1.77 0.83
H -1.35 -2.98 -1.92
H -1.14 -1.22 -2.17
H -2.25 -1.82 -0.93
H 0.24 -1.79 1.37
*
```


[14]
DFT (ωB97M-V/def2-TZVPD) results for a 2-piece molecular cluster, C3H8NOS overall at a distorted geometry.

Results
* Kohn-Sham gap: 10.33 eV
* lowest unoccupied orbital energy: -3.9 eV
* relative energy (zero: lowest compared OMol25 entry of this formula, charge and spin): 299.2 kJ/mol
* calculated total energy: -646.91050 Ha
* HOMO: -14.19 eV

```
! RIJCOSX wB97M-V def2-TZVPD def2/J DEFGRID3
* xyz 1 1
C 1.19 -0.21 0.58
C 0.91 1.23 -0.07
C -0.96 0.08 -0.54
N 0.07 -1.02 0.09
O -0.56 1.24 -0.13
S -2.73 -0.48 -0.30
H 2.06 -0.60 0.06
H 1.22 -0.24 1.74
H 1.19 2.16 0.54
H 1.22 1.40 -1.05
H -0.74 0.00 -2.16
H 0.32 -1.73 -0.70
H -0.33 -1.59 0.93
H -2.87 -0.24 1.00
*
```